(1)
10
Properties=species:S:1:pos:R:3 method="wB97M-V/def2-TZVPD" gap_ev=10.44 e_homo_ev=-9.57 total_charge=0 smiles=C#C.FCS e_above_lowest_kj_mol=282.7
C -3.0796 -0.6806 -0.7966
C -3.0695 0.1722 0.0805
H -3.0693 -1.3541 -1.4559
H -2.9935 1.0041 0.7594
F 2.9457 -0.7805 -0.4267
C 1.8871 -0.3730 0.2804
S 1.7138 1.4176 -0.1271
H 2.0238 -0.4180 1.3357
H 0.7971 -0.7160 -0.1078
H 2.8445 1.7283 0.4582

---

(2)
13
Properties=species:S:1:pos:R:3 method="wB97M-V/def2-TZVPD" gap_ev="8.76 / 9.07" e_homo_ev="-23.64 / -24.82" total_charge=+3 e_above_lowest_kj_mol=8.1 multiplicity=6
H -2.0096 2.5380 -0.1030
O 1.5052 0.2003 -0.4842
C 0.9566 -0.8506 0.2734
C -0.5448 -0.9207 0.1710
O -1.1303 0.1328 1.0621
C -1.5936 1.1928 0.6448
O -1.8455 1.5332 -0.5350
Fe 2.3110 1.6304 0.2616
Li 1.6606 -0.2382 -2.2813
H 1.2395 -0.7895 1.3361
H 1.3180 -1.8322 -0.0819
H -0.9374 -1.8579 0.5756
H -0.9298 -0.7382 -0.8393

---

(3)
13
Properties=species:S:1:pos:R:3 method="wB97M-V/def2-TZVPD" gap_ev="9.69 / 8.94" e_homo_ev="-14.86 / -14.87" total_charge=+1 e_above_lowest_kj_mol=316.8 multiplicity=5
O -1.9272 -0.0285 0.2628
C -1.0161 0.8994 0.4169
C -1.3102 -1.3330 0.4005
O -0.8770 1.8307 -0.3737
O 0.0332 0.3804 1.0123
C 0.1881 -0.9879 0.5349
Fe 0.7917 2.4268 -1.3339
H -1.5366 -1.8695 -0.5271
H -1.7323 -1.8566 1.2615
H 0.6288 -1.4432 -0.3609
H 1.2869 -1.1828 1.0250
O 2.4994 1.9507 -0.9651
H 2.9713 1.2134 -1.3532

---

(4)
13
Properties=species:S:1:pos:R:3 method="wB97M-V/def2-TZVPD" gap_ev="8.43 / 3.23" e_homo_ev="-13.40 / -13.37" total_charge=+1 e_above_lowest_kj_mol=178.2 multiplicity=7
O -1.7906 -0.5710 0.1550
C -1.4326 0.3409 0.8972
C 0.9679 -0.6683 -0.6945
O -2.1080 0.9050 1.8187
O -0.1656 0.8101 0.8456
C 0.5174 0.7531 -0.3990
Fe -3.4602 0.2870 2.8331
H 0.2780 -1.1394 -1.4143
H 1.0509 -1.2356 0.2477
H -0.1348 1.1228 -1.2005
H 1.3880 1.4129 -0.2976
O 2.2824 -0.5680 -1.2988
H 2.6073 -1.4496 -1.4926

---

(5)
11
Properties=species:S:1:pos:R:3 method="wB97M-V/def2-TZVPD" gap_ev="7.47 / 6.81" e_homo_ev="-7.35 / -7.94" total_charge=0 e_above_lowest_kj_mol=48.0 multiplicity=2
C 1.2105 0.1546 -0.2381
O 1.5218 -0.3408 0.8844
H -0.5838 -0.6746 1.6788
C 1.6443 2.1219 -1.6486
C 1.9785 1.3828 -0.5835
H 2.1852 3.0286 -1.9277
H 0.7413 1.8857 -2.2192
H 2.8251 1.6749 0.0557
O -1.6017 -0.7575 1.3892
Hg -1.0136 -1.1606 -0.7344
H -2.1308 -1.2393 2.0276

---

(6)
11
Properties=species:S:1:pos:R:3 method="wB97M-V/def2-TZVPD" gap_ev="8.06 / 7.18" e_homo_ev="-9.01 / -8.53" total_charge=0 e_above_lowest_kj_mol=394.0
C 1.0010 -0.1681 -0.9624
C 1.6639 -0.5477 0.1654
C -1.1704 0.4264 -0.0801
N -0.2858 0.3496 -1.1084
N -0.9818 -0.2077 1.0758
I -2.5736 -0.6333 2.1303
H 1.5480 -0.0962 -1.8300
H 2.7677 -0.8223 -0.0042
H 1.1743 -0.2818 1.1367
H -0.9289 1.6078 0.0740
H -2.2144 0.3733 -0.5971

---

(7)
14
Properties=species:S:1:pos:R:3 method="wB97M-V/def2-TZVPD" gap_ev="7.06 / 5.63" e_homo_ev="-7.21 / -9.40" total_charge=0 e_above_lowest_kj_mol=35.7 multiplicity=3
C -1.1026 0.5391 -0.5061
C 0.1156 0.3386 1.7053
C -1.1412 0.8282 0.8713
N -0.7006 0.5541 -1.5705
N 1.1482 -1.0661 -0.6930
O 1.3082 -2.4873 -2.8239
O -0.3581 0.4047 -2.6764
S 1.4799 -1.1596 -2.2416
I -1.3813 2.9720 1.0442
H 0.9856 0.5059 1.1266
H 0.1135 0.7659 2.7442
H 0.2392 -0.7183 1.7914
H -2.0721 0.4314 1.3493
H 1.3657 -1.9084 -0.1209

---

(8)
10
Properties=species:S:1:pos:R:3 method="wB97M-V/def2-TZVPD" gap_ev=10.00 e_homo_ev=-9.58 total_charge=0 e_above_lowest_kj_mol=200.3
C 0.1491 -0.4838 0.9260
C 0.7783 -1.7528 0.6954
C -0.3294 0.6416 -0.1091
O -0.5599 -1.8020 1.0326
I 2.2238 -2.5651 1.9308
H 0.3739 0.0739 1.8714
H 1.0551 -1.9761 -0.6892
H 0.4698 1.0366 -0.7004
H -0.8193 1.4332 0.4743
H -1.0694 0.2833 -0.7339

---

(9)
10
Properties=species:S:1:pos:R:3 method="wB97M-V/def2-TZVPD" gap_ev="6.69 / 6.56" e_homo_ev="-7.12 / -7.04" total_charge=0 e_above_lowest_kj_mol=355.7
C -0.1849 0.0896 -0.8313
C -0.5274 -0.9375 -1.9145
C 0.8343 1.0716 2.4994
O 0.1758 1.1762 -1.0545
I -0.4166 -0.4274 1.6261
H -0.1526 -0.3952 -2.7606
H 0.1199 -1.7912 -1.7455
H -1.5217 -1.2025 -1.8802
H 0.1994 1.8525 2.8323
H 1.4739 0.5638 3.2287

---

(10)
11
Properties=species:S:1:pos:R:3 method="wB97M-V/def2-TZVPD" gap_ev=10.55 e_homo_ev=-9.73 total_charge=0 e_above_lowest_kj_mol=89.6
C -1.0020 2.0494 0.1413
C 1.6404 -0.2656 -0.8784
C 0.9732 -0.5950 0.4035
O -1.9199 2.1535 0.8234
O -0.1384 -0.7102 0.7473
I -4.0223 -0.8923 0.0568
H 1.3367 -0.8877 -1.6926
H 2.6557 -0.5031 -0.6040
H 1.4519 0.7902 -1.1809
H 1.8377 -0.6972 1.2062
H -2.8130 -0.4421 0.9772

---

(11)
17
Properties=species:S:1:pos:R:3 method="wB97M-V/def2-TZVPD" gap_ev=9.09 e_homo_ev=-8.83 total_charge=0
C -0.6192 1.8143 -0.6864
C 0.1033 1.6282 0.6825
C 1.2571 -2.4514 0.3999
O -2.4562 -1.2226 -1.4773
O -0.1162 -0.8577 -1.7837
O 0.3645 -1.0359 2.3706
O -0.9550 -1.0693 0.4772
O -1.6619 0.8081 -0.8035
O 0.9858 0.4730 0.4707
S -1.2660 -0.6704 -1.0109
S 0.5871 -1.0358 0.9941
I 3.2522 -1.9660 0.9145
H -1.0501 2.8000 -0.5597
H -0.0936 1.6837 -1.6572
H 0.8078 2.3508 0.7901
H -0.5508 1.2505 1.5581
H 1.4112 -2.4996 -0.6790

---

(12)
11
Properties=species:S:1:pos:R:3 method="wB97M-V/def2-TZVPD" gap_ev="6.98 / 6.97" e_homo_ev="-8.28 / -8.28" total_charge=0 e_above_lowest_kj_mol=233.9
C -1.8079 -1.6441 -1.0496
C 1.4080 0.2952 0.7408
C 0.6259 0.0418 -0.5942
O -1.5572 -2.5112 -0.3466
S -0.6369 0.9692 -0.9785
I -3.0444 0.5470 0.4010
H 1.9034 -0.6035 0.9576
H 0.6996 0.4002 1.5550
H 1.9868 1.1073 0.5203
H 1.1488 -0.4036 -1.3187
H -0.7260 1.8017 0.1128

---

(13)
13
Properties=species:S:1:pos:R:3 method="wB97M-V/def2-TZVPD" gap_ev="7.10 / 6.70" e_homo_ev="-23.24 / -23.24" total_charge=+3 e_above_lowest_kj_mol=190.1 multiplicity=2
H 0.2397 -0.1005 0.9292
O 1.0244 0.7173 0.0116
C 1.2838 -0.5438 -0.6170
C 0.6684 -1.4243 0.5377
C -3.3096 1.0263 0.1086
O -2.2306 1.1035 -0.3256
O -4.3768 0.9516 0.5263
Mg 2.5416 1.8849 0.7118
Li -0.5996 1.6989 -1.1994
H 2.3544 -0.7740 -0.6822
H 0.6452 -0.6701 -1.5001
H 1.3659 -1.4732 1.3773
H 0.3932 -2.3966 0.1219

---

(14)
13
Properties=species:S:1:pos:R:3 method="wB97M-V/def2-TZVPD" gap_ev="5.58 / 6.12" e_homo_ev="-10.56 / -10.99" total_charge=+1 e_above_lowest_kj_mol=44.0 multiplicity=2
O 0.6995 -0.5704 1.1814
C -0.1143 -0.9587 0.2249
C 0.8263 0.8647 1.1948
O -0.0758 -2.0925 -0.2633
O -0.2315 0.0429 -0.6706
C 0.1824 1.3077 -0.1221
Sn 0.3472 -3.5906 -1.2309
H 1.8874 1.1163 1.2697
H 0.2868 1.2366 2.0727
H 0.8437 1.7156 -0.8931
H -0.7003 1.9435 -0.0121
Li -1.5674 -0.1993 -2.1624
H -2.3840 -0.8156 -0.5889

---

(15)
9
Properties=species:S:1:pos:R:3 method="wB97M-V/def2-TZVPD" gap_ev="4.53 / 7.87" e_homo_ev="0.39 / -3.06" total_charge=-1 e_above_lowest_kj_mol=43.7 multiplicity=2
C -0.6228 0.4703 -0.0915
C 0.1772 1.5071 -0.3731
C 0.1872 -1.6722 0.3263
N -0.4204 -0.8127 -0.5184
H -1.5560 0.6416 0.4741
H 1.1120 1.3401 -0.8989
H -0.0315 2.5364 -0.0976
H 0.3618 -2.6993 0.0147
H 0.7925 -1.3113 1.1644

---

(16)
9
Properties=species:S:1:pos:R:3 method="wB97M-V/def2-TZVPD" gap_ev=10.41 e_homo_ev=-9.20 total_charge=0 smiles="C[C@@H]1C=N1" e_above_lowest_kj_mol=232.2
C 0.4171 -0.6495 -0.0547
C -1.0500 -0.2288 -0.0094
C -1.4406 0.8256 -1.0530
N -1.1606 1.2765 0.0553
H 0.5547 -1.5762 -0.6683
H 0.6756 -0.7896 1.0103
H 0.9247 0.2000 -0.4787
H -1.8039 -0.7752 0.5318
H -1.5240 0.8472 -2.1499

---

(17)
10
Properties=species:S:1:pos:R:3 method="wB97M-V/def2-TZVPD" gap_ev="7.80 / 8.24" e_homo_ev="-15.33 / -16.07" total_charge=+1 e_above_lowest_kj_mol=608.1
C 0.4421 0.4028 0.1585
C 1.8585 0.5149 0.1040
C -1.5379 -0.1298 0.0443
N -0.8728 1.1283 0.0765
N -0.2816 -0.8191 0.0961
H 2.5389 -0.2045 0.3188
H 2.3610 1.4273 -0.4261
H -2.3772 -0.3755 0.8303
H -2.1057 -0.1646 -0.9248
H -0.0254 -1.7798 -0.2776

---

(18)
10
Properties=species:S:1:pos:R:3 method="wB97M-V/def2-TZVPD" gap_ev=9.87 e_homo_ev=-15.38 total_charge=+1 smiles="[NH2+]=C[C@H]1C=N1" e_above_lowest_kj_mol=391.6
N 1.5804 0.2714 0.7897
C 0.6305 -0.4702 0.2409
C -0.5934 -0.4622 -0.6689
C -1.7065 0.5839 -0.5258
N -0.8417 0.8845 -1.3890
H 2.0160 -0.1547 1.5588
H 1.7280 1.3023 0.5593
H 0.6458 -1.3483 0.7686
H -0.7299 -1.3276 -1.1600
H -2.7292 0.7210 -0.1736

---

(19)
10
Properties=species:S:1:pos:R:3 method="wB97M-V/def2-TZVPD" gap_ev="9.61 / 9.68" e_homo_ev="-14.92 / -17.46" total_charge=+1 e_above_lowest_kj_mol=147.7 multiplicity=3
C -1.3081 -0.2907 -0.5518
C -0.8339 0.0414 0.7594
C 0.6665 -0.0092 0.3138
N -0.5320 0.1310 -1.5935
N 0.6483 0.1040 -1.1895
H -1.0445 1.1000 1.0237
H -1.2215 -0.6115 1.6318
H 1.4074 0.6122 0.8779
H 0.8544 -1.1418 0.6323
H 1.3633 0.0646 -1.9042

---

(20)
10
Properties=species:S:1:pos:R:3 method="wB97M-V/def2-TZVPD" gap_ev="7.11 / 7.12" e_homo_ev="-11.77 / -16.29" total_charge=+1 e_above_lowest_kj_mol=337.7 multiplicity=3
C -0.2024 -1.1174 -0.2222
C 0.7115 1.0566 -0.5859
C -0.8433 -0.8092 0.9013
N 0.8435 -0.1504 -0.7471
N 0.1397 2.0887 -0.3111
H 0.0297 -2.0025 -0.7891
H 1.2810 -1.0020 -0.8071
H -1.4171 -1.3324 1.7077
H -0.7096 0.2069 1.2486
H 0.1670 3.0618 -0.3950